DFT (ωB97M-V/def2-TZVPD) results for C5H8O as an isolated structure.

ORCA input file:
```
! RIJCOSX wB97M-V def2-TZVPD def2/J DEFGRID3
* xyz 0 1
C -0.255 1.422 -0.136
C -0.050 0.072 0.502
C -0.760 -1.176 -0.030
C 0.670 -1.708 -0.202
O 1.222 -0.409 0.067
C 0.662 2.405 0.475
H -0.277 1.346 -1.236
H -1.199 1.913 0.196
H -0.082 0.189 1.593
H -1.284 -0.993 -0.972
H -1.406 -1.704 0.674
H 0.956 -2.088 -1.189
H 0.963 -2.417 0.582
H 0.840 3.148 -0.323
*
```

Energy relative to the best compared isomer or geometry (same formula, charge and spin) in kJ/mol: 510.7
E_HOMO in Ha: -0.3260
Frontier orbital gap in eV: 8.715